Record 1
{
  "formula": "C4H10NOS",
  "method": "ωB97M-V/def2-TZVPD",
  "homo_energy_ev": -2.66,
  "total_energy_ha": -686.60494,
  "lumo_ev": 3.7,
  "total_charge": -1,
  "smiles": "CN[C@H](CO)C[S-]",
  "e_above_lowest_ev": 1.624,
  "symbols": ["C", "N", "C", "C", "O", "C", "S", "H", "H", "H", "H", "H", "H", "H", "H", "H", "H"],
  "coordinates": [[0.94, -1.72, 1.05], [0.83, -0.97, -0.19], [0.17, 0.31, -0.08], [-1.39, 0.20, 0.09], [-2.10, 1.35, 0.44], [0.53, 1.24, -1.25], [0.21, 2.97, -0.87], [1.48, -2.65, 0.90], [1.50, -1.17, 1.81], [-0.04, -1.93, 1.49], [0.43, -1.57, -0.91], [0.54, 0.77, 0.84], [-1.86, -0.31, -0.77], [-1.45, -0.59, 0.87], [-1.44, 2.08, 0.24], [0.04, 0.98, -2.20], [1.60, 1.01, -1.43]],
  "lowdin_charge": [-0.1582, -0.1047, -0.4609, -0.2934, -0.1418, -0.7301, 0.2281, 0.0660, 0.0761, 0.0528, 0.1063, 0.1218, 0.1078, 0.0852, -0.0387, 0.0420, 0.0415]
}



Record 2
{
  "formula": "C5H9NO",
  "method": "ωB97M-V/def2-TZVPD",
  "homo_energy_ev": -9.27,
  "total_energy_ha": -325.82518,
  "lumo_ev": 0.6,
  "smiles": "C=CC[C@@H](N)C=O",
  "e_above_lowest_ev": 3.058,
  "symbols": ["C", "C", "C", "C", "N", "C", "O", "H", "H", "H", "H", "H", "H", "H", "H", "H"],
  "coordinates": [[1.91, -0.53, -0.74], [1.45, 0.72, -0.61], [-0.03, 1.02, -0.52], [-0.69, 0.19, 0.60], [-2.17, 0.34, 0.51], [-0.30, -1.27, 0.82], [-0.84, -2.15, 0.20], [2.90, -0.74, -0.36], [1.41, -1.26, -1.37], [2.19, 1.51, -0.67], [-0.26, 2.05, -0.30], [-0.48, 0.88, -1.51], [-0.42, 0.82, 1.46], [-2.48, 0.18, -0.44], [-2.50, -0.31, 1.20], [0.29, -1.46, 1.73]],
  "lowdin_charge": [-0.0112, -0.1581, -0.1737, -0.3692, 0.0467, -0.2489, 0.0530, 0.0597, 0.0770, 0.0980, 0.1088, 0.1196, 0.1332, 0.0704, 0.0706, 0.1240]
}



Record 3
{
  "formula": "C41H35AsBrN7OOs",
  "method": "ωB97M-V/def2-TZVPD",
  "multiplicity": 5,
  "homo_energy_ev": [-11.31, -12.88],
  "total_energy_ha": -6941.81792,
  "lumo_ev": [-7.2, -7.6],
  "s2": 6.07,
  "total_charge": 2,
  "e_above_lowest_ev": 0.000,
  "symbols": ["Os", "C", "C", "C", "C", "C", "C", "N", "C", "C", "C", "C", "C", "C", "N", "N", "C", "C", "C", "C", "C", "N", "H", "H", "H", "H", "H", "H", "H", "H", "H", "H", "H", "H", "H", "Br", "C", "C", "C", "C", "C", "C", "N", "N", "C", "C", "C", "C", "O", "C", "N", "C", "C", "C", "C", "H", "H", "H", "H", "H", "H", "H", "H", "H", "C", "As", "C", "C", "C", "C", "C", "C", "C", "C", "H", "H", "H", "H", "H", "H", "H", "H", "H", "H", "H", "H", "H"],
  "coordinates": [[-0.57, 0.17, 0.09], [-1.92, 3.57, 4.19], [-2.64, 3.17, 3.06], [-2.29, 2.02, 2.39], [-1.20, 1.24, 2.83], [-0.47, 1.67, 3.95], [-0.84, 2.82, 4.62], [-0.82, 0.13, 2.11], [-0.17, -0.91, 2.72], [-0.38, -1.35, 4.03], [0.33, -2.43, 4.52], [1.29, -3.07, 3.74], [1.51, -2.68, 2.43], [0.77, -1.62, 1.91], [0.84, -1.13, 0.63], [1.71, -1.56, -0.23], [1.59, -1.04, -1.45], [2.49, -1.38, -2.49], [2.32, -0.82, -3.73], [1.26, 0.06, -3.95], [0.41, 0.35, -2.91], [0.55, -0.17, -1.69], [-2.21, 4.46, 4.72], [-3.49, 3.74, 2.73], [-2.85, 1.69, 1.52], [0.40, 1.12, 4.26], [-0.28, 3.14, 5.49], [-1.12, -0.86, 4.65], [0.13, -2.79, 5.52], [1.86, -3.89, 4.16], [2.24, -3.17, 1.81], [3.28, -2.07, -2.27], [2.99, -1.07, -4.54], [1.10, 0.51, -4.92], [-0.44, 1.01, -3.05], [6.54, 5.50, -4.03], [4.81, 5.96, -3.44], [3.75, 5.09, -3.71], [2.48, 5.40, -3.28], [2.25, 6.60, -2.57], [3.33, 7.48, -2.33], [4.60, 7.15, -2.74], [1.03, 6.94, -2.14], [-0.05, 6.36, -2.11], [-0.50, 5.19, -1.67], [-1.77, 4.78, -2.12], [-2.27, 3.53, -1.85], [-1.53, 2.61, -1.09], [-1.96, 1.42, -0.83], [-0.26, 3.02, -0.56], [0.43, 2.10, 0.18], [1.55, 2.46, 0.77], [2.07, 3.75, 0.67], [1.43, 4.68, -0.12], [0.25, 4.32, -0.78], [3.93, 4.18, -4.26], [1.66, 4.73, -3.48], [3.14, 8.40, -1.80], [5.43, 7.81, -2.54], [-2.32, 5.46, -2.75], [-3.23, 3.23, -2.22], [2.07, 1.70, 1.35], [2.98, 4.00, 1.19], [1.83, 5.67, -0.20], [-2.64, -2.73, 1.29], [-2.25, -1.58, -0.24], [-4.02, -0.84, -0.59], [-2.00, -2.86, -1.76], [-3.29, -3.34, -2.33], [-3.88, -4.53, -1.89], [-5.05, -4.99, -2.47], [-5.66, -4.27, -3.48], [-5.10, -3.07, -3.90], [-3.93, -2.61, -3.33], [-3.47, -3.41, 1.06], [-2.93, -2.11, 2.14], [-1.77, -3.32, 1.58], [-4.72, -1.67, -0.73], [-4.02, -0.23, -1.49], [-4.33, -0.23, 0.26], [-1.40, -3.69, -1.37], [-1.42, -2.33, -2.53], [-3.39, -5.12, -1.12], [-5.48, -5.92, -2.14], [-6.57, -4.63, -3.93], [-5.58, -2.50, -4.69], [-3.49, -1.69, -3.68]],
  "lowdin_charge": [1.3457, -0.0511, -0.0560, -0.0251, -0.2869, -0.0161, -0.0512, -0.0589, -0.2625, -0.0124, -0.0503, -0.0397, 0.0058, -0.2179, -0.2142, 0.0894, -0.3289, 0.0158, -0.0402, -0.0486, -0.1329, -0.0621, 0.1150, 0.1148, 0.0977, 0.1202, 0.1181, 0.1268, 0.1165, 0.1188, 0.1146, 0.1234, 0.1200, 0.1099, 0.1106, 0.8356, -0.6503, -0.1026, 0.0078, -0.2743, 0.0243, -0.0890, 0.1540, 0.1680, -0.2056, 0.0554, 0.0391, -0.3262, -0.2122, -0.1341, -0.0024, -0.0652, 0.0172, 0.0386, -0.0556, 0.1106, 0.1198, 0.1301, 0.1169, 0.1373, 0.1340, 0.1325, 0.1273, 0.1194, -0.2390, 1.1221, -0.2498, -0.2695, -0.3351, -0.0501, -0.0640, -0.0652, -0.0677, -0.0733, 0.0410, 0.0344, 0.0356, 0.0480, 0.0305, 0.0345, 0.0869, 0.0685, 0.1128, 0.1102, 0.1105, 0.1090, 0.1109]
}



Record 4
{
  "formula": "C6H9N3",
  "method": "ωB97M-V/def2-TZVPD",
  "multiplicity": 2,
  "homo_energy_ev": [0.88, -8.41],
  "total_energy_ha": -398.21436,
  "lumo_ev": [3.0, 2.9],
  "s2": 0.75,
  "total_charge": -1,
  "e_above_lowest_ev": 0.403,
  "symbols": ["C", "C", "N", "H", "H", "H", "C", "C", "N", "H", "H", "H", "C", "C", "N", "H", "H", "H"],
  "coordinates": [[-21.83, 20.76, 14.11], [-23.02, 20.21, 13.44], [-23.90, 19.72, 12.90], [-21.32, 19.99, 14.69], [-22.25, 21.46, 14.83], [-21.11, 21.10, 13.37], [-24.97, 18.10, 10.00], [-26.15, 17.69, 10.88], [-27.09, 17.40, 11.44], [-24.06, 18.13, 10.58], [-25.23, 19.05, 9.53], [-24.85, 17.30, 9.27], [-20.04, 16.93, 17.20], [-19.71, 17.56, 15.92], [-19.46, 17.96, 14.92], [-21.09, 16.66, 17.33], [-19.78, 17.61, 18.01], [-19.31, 16.12, 17.30]],
  "lowdin_charge": [-0.1317, -0.3357, 0.1211, 0.0384, 0.0631, 0.0742, -0.0818, -0.2890, 0.1016, 0.0487, 0.0692, 0.0619, -0.4066, -0.4937, 0.1045, 0.0198, 0.0096, 0.0264]
}



Record 5
{
  "formula": "C38H52BBrCl2F7N3O32P",
  "method": "ωB97M-V/def2-TZVPD",
  "homo_energy_ev": -11.31,
  "total_energy_ha": -8610.68740,
  "lumo_ev": -2.9,
  "total_charge": 1,
  "symbols": ["C", "C", "C", "C", "C", "C", "O", "Br", "N", "C", "O", "C", "C", "N", "C", "C", "C", "O", "P", "O", "O", "O", "C", "C", "O", "O", "C", "C", "O", "Cl", "N", "B", "O", "O", "C", "Cl", "H", "H", "H", "H", "H", "H", "H", "H", "H", "H", "H", "H", "H", "H", "H", "H", "H", "H", "H", "H", "H", "H", "H", "H", "H", "H", "H", "H", "H", "H", "H", "C", "C", "O", "C", "O", "O", "F", "H", "H", "H", "C", "C", "O", "C", "O", "O", "F", "H", "H", "H", "C", "C", "O", "C", "O", "O", "F", "H", "H", "H", "C", "C", "O", "C", "O", "O", "F", "H", "H", "H", "C", "C", "O", "C", "O", "O", "F", "H", "H", "H", "C", "C", "O", "C", "O", "O", "F", "H", "H", "H", "C", "C", "O", "C", "O", "O", "F", "H", "H", "H"],
  "coordinates": [[1.58, -5.18, 1.68], [0.99, -4.01, 1.56], [-0.42, -3.76, 2.03], [-1.07, -2.48, 1.49], [-0.46, -1.17, 2.09], [0.05, -1.06, 3.52], [-0.47, -0.39, 4.34], [1.73, -1.89, 3.92], [-0.81, -2.48, 0.04], [-1.76, -1.99, -0.93], [-1.77, -0.60, -1.11], [-0.58, 0.14, -0.78], [-0.36, 1.30, -1.74], [1.08, 1.43, -1.92], [1.51, 2.24, -3.06], [2.91, 2.76, -2.77], [3.86, 1.57, -2.54], [3.39, 3.56, -3.85], [-1.08, -2.57, -2.60], [0.30, -2.07, -2.64], [-1.15, -4.16, -2.71], [-2.02, -2.01, -3.74], [-3.24, -2.41, -0.58], [-4.29, -1.89, -1.55], [-4.31, -0.49, -1.54], [-5.54, -0.17, -2.24], [-3.28, -3.96, -0.60], [-4.36, -4.75, 0.11], [-4.14, -5.47, 1.02], [-5.99, -4.65, -0.56], [-3.44, -1.84, 0.82], [-4.91, -1.68, 1.34], [-5.48, -2.77, 1.90], [-5.46, -0.48, 1.11], [-2.59, -2.58, 1.83], [-2.99, -1.80, 3.38], [1.01, -6.09, 1.86], [2.66, -5.27, 1.64], [1.52, -3.18, 1.09], [-0.50, -3.81, 3.12], [-1.04, -4.60, 1.66], [0.36, -0.89, 1.44], [-1.20, -0.37, 2.02], [-0.45, -3.38, -0.26], [-0.68, 0.52, 0.23], [0.31, -0.48, -0.83], [-0.81, 1.05, -2.71], [-0.85, 2.22, -1.40], [1.47, 1.85, -1.08], [1.55, 1.59, -3.94], [0.81, 3.07, -3.25], [2.88, 3.38, -1.87], [4.13, 1.49, -1.48], [3.39, 0.64, -2.85], [4.75, 1.70, -3.15], [2.76, 3.52, -4.58], [-1.80, -4.48, -3.34], [-1.60, -1.21, -4.10], [-5.28, -2.28, -1.31], [-4.06, -2.27, -2.56], [-5.49, 0.79, -2.20], [-3.38, -4.24, -1.65], [-2.34, -4.39, -0.26], [-3.07, -0.88, 0.81], [-6.40, -2.89, 1.63], [-5.95, -0.11, 1.86], [-2.94, -3.59, 1.95], [7.25, -5.31, -0.24], [5.79, -5.70, -0.27], [5.28, -5.00, 0.85], [6.06, -3.90, 1.05], [5.76, -2.99, 1.75], [7.20, -4.00, 0.34], [5.60, -7.03, -0.09], [7.82, -5.98, 0.40], [7.72, -5.26, -1.23], [5.25, -5.39, -1.16], [5.98, 0.44, 1.66], [7.45, 0.51, 1.31], [7.62, 1.88, 0.98], [6.68, 2.58, 1.66], [6.68, 3.76, 1.81], [5.74, 1.76, 2.16], [7.77, -0.25, 0.24], [5.37, 0.27, 0.76], [5.74, -0.31, 2.40], [8.13, 0.25, 2.13], [5.47, 5.19, 4.33], [4.21, 6.01, 4.15], [4.06, 6.62, 5.41], [5.30, 6.73, 5.98], [5.55, 7.40, 6.91], [6.19, 5.96, 5.30], [3.12, 5.24, 3.89], [5.24, 4.21, 4.75], [6.05, 5.07, 3.42], [4.28, 6.78, 3.38], [8.08, 3.64, -1.25], [7.56, 3.77, -2.67], [7.56, 2.43, -3.11], [7.40, 1.63, -2.02], [7.10, 0.48, -2.05], [7.61, 2.33, -0.88], [8.39, 4.50, -3.45], [9.17, 3.65, -1.23], [7.70, 4.38, -0.56], [6.55, 4.18, -2.75], [-6.50, 3.97, -3.43], [-5.53, 4.72, -4.33], [-4.27, 4.33, -3.79], [-4.41, 3.11, -3.23], [-3.53, 2.39, -2.90], [-5.72, 2.81, -3.07], [-5.65, 6.06, -4.22], [-6.71, 4.55, -2.53], [-7.42, 3.69, -3.92], [-5.57, 4.45, -5.38], [-8.91, -7.30, 1.95], [-8.90, -5.86, 1.47], [-9.77, -5.23, 2.38], [-9.73, -5.94, 3.56], [-10.13, -5.54, 4.59], [-9.13, -7.14, 3.35], [-9.39, -5.73, 0.21], [-9.73, -7.85, 1.50], [-7.97, -7.83, 1.77], [-7.92, -5.38, 1.51], [-2.88, 5.73, -0.40], [-4.34, 6.08, -0.58], [-4.61, 6.90, 0.53], [-3.43, 7.51, 0.89], [-3.35, 8.43, 1.62], [-2.39, 6.89, 0.27], [-5.14, 4.97, -0.52], [-2.76, 4.86, 0.25], [-2.34, 5.58, -1.33], [-4.57, 6.62, -1.50]],
  "lowdin_charge": [0.0412, -0.2290, -0.1480, -0.4021, -0.1538, -0.8285, 0.0291, 0.8339, 0.0829, -0.4090, -0.0842, -0.1672, -0.1799, -0.0634, -0.2006, -0.4203, -0.0252, -0.0322, 0.5108, -0.2037, -0.0860, -0.0813, -0.2374, -0.1595, -0.1200, 0.0263, -0.0753, -0.7595, 0.1011, 0.7986, 0.1172, -0.7638, 0.1843, 0.2473, -0.4684, 0.9108, 0.0743, 0.0570, 0.1019, 0.1253, 0.1239, 0.1150, 0.1015, 0.1110, 0.1066, 0.1096, 0.1197, 0.1183, 0.1173, 0.1309, 0.1254, 0.1381, 0.0698, 0.0819, 0.0752, 0.0841, 0.1023, 0.1119, 0.0991, 0.1365, 0.0810, 0.1248, 0.1244, 0.1788, 0.1248, 0.1504, 0.1041, -0.0367, -0.3115, 0.1145, -0.5489, 0.1703, 0.0835, 0.0815, 0.1476, 0.1433, 0.1742, -0.0350, -0.2736, 0.0635, -0.5313, 0.1585, 0.0759, 0.0871, 0.1409, 0.1295, 0.1784, -0.0500, -0.3144, 0.1281, -0.5495, 0.1885, 0.0754, 0.0644, 0.1469, 0.1059, 0.1726, -0.0153, -0.3023, 0.1339, -0.5396, 0.1701, 0.0030, 0.0822, 0.1540, 0.1358, 0.1715, -0.0278, -0.2964, 0.1346, -0.5574, 0.1771, 0.0502, 0.0906, 0.1366, 0.1455, 0.1777, -0.0453, -0.3435, 0.1268, -0.5414, 0.2014, 0.0780, 0.0669, 0.1483, 0.1403, 0.1298, -0.0564, -0.3150, 0.1347, -0.5347, 0.2087, 0.0764, 0.0594, 0.1432, 0.1389, 0.1698]
}



no.,largest force on an atom (Eh/bohr)
1,0.041
2,0.034
3,0.038
4,0.138
5,0.111